Record 1
The following is a DFT calculation (wB97M-V/def2-TZVPD) of a molecular structure, C53H52GeN4O4V.

Its total charge is +1. The strongest force on any atom is 2.5 eV/A. For the LUMO energy, the calculation gives -5.02 eV.

XYZ file:
```
115
C53H52GeN4O4V | the Open Molecules 2025 dataset | wB97M-V/def2-TZVPD
V -0.47015 0.39978 1.62457
C 3.25031 -0.78255 3.31894
C 3.48503 -0.14441 1.98551
C 4.77637 0.21771 1.62597
C 5.05820 0.73748 0.37436
C 4.03330 0.94198 -0.52850
C 2.72596 0.61601 -0.19707
C 1.64470 0.78090 -1.20635
C 2.44476 0.05170 1.05496
N 1.17971 -0.52039 1.31492
C 1.28721 -1.87992 1.36984
O 2.25824 -2.54409 1.06446
C 0.03430 -2.46727 1.89409
C -0.21111 -3.82045 2.09280
C -1.45139 -4.20013 2.58421
C -2.39555 -3.21551 2.83831
C -2.04994 -1.89057 2.61197
N -0.85285 -1.53457 2.17583
C -2.95185 -0.71870 2.77568
O -4.07566 -0.79824 3.23392
N -2.33527 0.39858 2.32597
C -3.19069 1.51746 2.21750
C -4.12473 1.57740 1.16307
C -4.39717 0.39045 0.28835
C -4.92411 2.70484 1.03234
C -4.87173 3.72779 1.96369
C -4.08841 3.57564 3.09552
C -3.26553 2.46949 3.25541
C -2.63290 2.20370 4.58791
H 3.85868 -0.31444 4.08777
H 3.53299 -1.83335 3.26754
H 2.20542 -0.72437 3.61495
H 5.57283 0.05840 2.33531
H 6.07515 0.96879 0.09969
H 4.23327 1.33586 -1.51622
H 2.05652 1.17620 -2.13101
H 0.86706 1.45544 -0.85428
H 1.19155 -0.19188 -1.39866
H 0.56456 -4.52717 1.84618
H -1.67833 -5.24162 2.76084
H -3.38148 -3.43809 3.21692
H -3.55775 -0.29978 0.24091
H -4.68325 0.69534 -0.71358
H -5.23842 -0.15714 0.71824
H -5.62474 2.75756 0.21259
H -5.49216 4.60255 1.84632
H -4.14092 4.31306 3.88413
H -2.65704 3.09851 5.20232
H -1.61374 1.83141 4.51482
H -3.21727 1.43338 5.09447
C 1.35584 3.42295 0.75354
N 0.66738 2.70240 1.82206
C -0.43104 3.55823 2.27485
C 1.60322 2.52249 2.93240
C 1.03081 1.60622 3.97276
C 1.42995 1.80448 5.29352
C 0.95801 0.99631 6.30870
C 0.09410 -0.03554 5.99086
C -0.29005 -0.23576 4.67292
C 0.14649 0.57459 3.62224
H 1.65328 4.41681 1.11354
H 0.69732 3.56708 -0.10229
H 2.25764 2.89890 0.44274
H -0.05753 4.57379 2.46154
H -0.83948 3.17438 3.20208
H -1.21390 3.59872 1.51855
H 1.85117 3.49782 3.38679
H 2.54055 2.09210 2.55637
H 2.11882 2.60714 5.51709
H 1.24639 1.17709 7.33167
H -0.29323 -0.68721 6.76082
H -0.96773 -1.06113 4.50065
O -1.15854 1.46683 0.13300
C -1.44165 0.47785 -0.60772
O -1.19709 -0.66552 -0.18183
C -2.08918 0.68241 -1.95692
C -1.09412 0.86053 -3.10384
Ge -0.04188 -0.76809 -3.74868
C 0.30597 -2.23362 -2.44989
C -0.71924 -3.06262 -2.01169
C -0.44240 -4.19600 -1.26799
C 0.86650 -4.52738 -0.96133
C 1.89498 -3.68883 -1.35713
C 1.61068 -2.55013 -2.08795
C 1.71418 -0.07196 -4.39588
C 1.97953 1.28951 -4.48564
C 3.24496 1.75145 -4.79867
C 4.26675 0.84939 -5.04212
C 4.00595 -0.50985 -5.01154
C 2.73610 -0.96407 -4.70178
C -0.90331 -1.56208 -5.34911
C -1.21490 -2.91013 -5.45818
C -1.68918 -3.42853 -6.65230
C -1.84454 -2.60144 -7.75259
C -1.52991 -1.25513 -7.65658
C -1.05919 -0.74339 -6.46132
H -2.70369 1.58502 -1.88120
H -2.73519 -0.17477 -2.16122
H -0.40421 1.66247 -2.84274
H -1.67406 1.20201 -3.96427
H -1.74562 -2.82026 -2.25896
H -1.25355 -4.83010 -0.94027
H 1.09237 -5.43724 -0.42654
H 2.91795 -3.91524 -1.10379
H 2.42146 -1.89409 -2.37616
H 1.18467 2.00099 -4.30414
H 3.43071 2.81474 -4.84642
H 5.25787 1.20671 -5.27220
H 4.79159 -1.21778 -5.22842
H 2.53031 -2.02571 -4.69858
H -1.07634 -3.56269 -4.60659
H -1.92471 -4.48155 -6.72641
H -2.20051 -3.01080 -8.68711
H -1.63944 -0.60894 -8.51693
H -0.79010 0.30342 -6.39117
```

Here are the Mulliken charges for atoms 1 to 4, given in e: atom 1 (V): -1.081, atom 2 (C): -1.534, atom 3 (C): 1.553, atom 4 (C): -1.024



Record 2
The following is a DFT calculation (wB97M-V/def2-TZVPD) of a molecular structure, C53H52MoN7P2.

As for the expectation value of S²: 2.0594. The spin multiplicity is 3. Its total charge is +1. The strongest force on any atom is 0.6 eV/A. For the LUMO energy (spin up / spin down), the calculation gives -3.84 / -3.41 eV.

XYZ file:
```
115
C53H52MoN7P2 | the Open Molecules 2025 dataset | wB97M-V/def2-TZVPD
Mo -0.70318 0.70390 -0.21016
C -1.20998 2.43274 -4.31655
N -2.14444 1.66920 -3.49813
C -2.92464 0.74776 -4.30877
C -2.89351 2.48847 -2.61640
C -4.19816 2.90096 -2.88503
C -4.89429 3.71361 -2.00487
C -4.29260 4.15133 -0.83338
C -2.99948 3.74830 -0.54920
C -2.31004 2.91409 -1.41970
N -1.01054 2.43474 -1.04345
C 0.07597 3.32731 -1.17243
C -0.04501 4.67622 -1.48997
C 1.08520 5.47916 -1.50614
C 2.33011 4.95055 -1.20637
C 2.46435 3.59431 -0.93643
C 1.34325 2.78941 -0.94065
N 1.36795 1.34232 -0.82835
C 2.55349 0.82364 -0.12271
C 1.39353 0.81697 -2.24132
H -1.72240 3.06538 -5.05549
H -0.59025 3.07825 -3.69340
H -0.56004 1.74180 -4.85668
H -2.25445 -0.00148 -4.73005
H -3.45546 1.23774 -5.13678
H -3.64674 0.22515 -3.68369
H -4.67665 2.57601 -3.79914
H -5.90691 4.01358 -2.24043
H -4.82760 4.78902 -0.14268
H -2.51541 4.05595 0.36991
H -1.01847 5.09313 -1.70605
H 0.98781 6.53079 -1.74132
H 3.20437 5.58679 -1.19348
H 3.44422 3.18603 -0.72987
H 3.45987 1.00625 -0.70466
H 2.65034 1.31400 0.84414
H 2.44483 -0.25080 0.01085
H 2.31199 1.15731 -2.72783
H 1.37559 -0.26852 -2.22397
H 0.53333 1.18967 -2.79172
C 0.56774 1.65145 2.64032
N -0.61891 1.39268 1.82710
C -1.79519 1.61699 2.35565
C -2.93301 1.27601 1.62411
C -4.31112 1.29876 1.87259
C -4.91184 0.68724 0.77768
C -3.88498 0.30296 -0.09381
N -2.69299 0.64727 0.41150
C 1.16557 3.03222 2.48116
C 2.50010 3.21706 2.83232
C 3.08368 4.47192 2.75604
C 2.33601 5.55866 2.32328
C 1.00875 5.38092 1.96512
C 0.42597 4.12270 2.04387
H 1.32045 0.90432 2.38884
H 0.32447 1.47135 3.69160
H -1.86785 2.03540 3.35752
H -4.79771 1.71640 2.74025
H -5.96587 0.52788 0.61997
H -3.95521 -0.21432 -1.03923
H 3.08215 2.36864 3.17942
H 4.12053 4.60312 3.03760
H 2.78782 6.54030 2.26435
H 0.42232 6.22262 1.61987
H -0.60847 3.99643 1.74962
N 0.79143 -2.83100 0.24834
P -0.16046 -1.74199 1.09312
C 0.73973 -1.60579 2.67305
C 0.06164 -1.37914 3.86987
C 0.77034 -1.17380 5.04484
C 2.15780 -1.19377 5.03594
C 2.83932 -1.44041 3.85164
C 2.13507 -1.64862 2.67491
C -1.63814 -2.70273 1.57376
C -1.59885 -4.09759 1.55148
C -2.69329 -4.84131 1.96073
C -3.84324 -4.20305 2.40608
C -3.88871 -2.81916 2.44305
C -2.79361 -2.07392 2.02694
P 1.63756 -2.73162 -1.25765
C 3.26724 -3.33427 -0.66762
C 4.34498 -2.45239 -0.73249
C 5.58790 -2.81179 -0.22554
C 5.75842 -4.06035 0.35244
C 4.69387 -4.95226 0.41087
C 3.45807 -4.59450 -0.10207
C 1.02580 -4.22386 -2.10926
C -0.28549 -4.66424 -1.96901
C -0.73212 -5.76451 -2.68793
C 0.12122 -6.42340 -3.55989
C 1.42624 -5.97517 -3.71951
C 1.87571 -4.87986 -2.99997
H 1.03897 -3.65349 0.78863
H -1.02179 -1.37464 3.88429
H 0.23730 -1.00782 5.97226
H 2.70734 -1.03840 5.95509
H 3.92101 -1.48360 3.84626
H 2.67135 -1.86353 1.75671
H -0.72125 -4.62467 1.20171
H -2.64660 -5.92195 1.92926
H -4.69939 -4.78507 2.72097
H -4.77827 -2.30799 2.78746
H -2.85092 -0.99685 2.06827
H 4.20643 -1.48380 -1.19846
H 6.42159 -2.12439 -0.28852
H 6.72461 -4.34745 0.74636
H 4.83444 -5.93282 0.84702
H 2.63846 -5.30596 -0.08347
H -0.96937 -4.13487 -1.31825
H -1.75503 -6.09922 -2.57177
H -0.22889 -7.28044 -4.12003
H 2.09599 -6.48166 -4.40225
H 2.89953 -4.54267 -3.12199
N -1.58672 -1.61724 -2.35897
C -1.22557 -0.83100 -1.59109
```

Here are the Mulliken charges for atoms 1 to 4, given in e: atom 1 (Mo): -0.719, atom 2 (C): -1.082, atom 3 (N): 0.929, atom 4 (C): -1.304



Record 3
The following is a DFT calculation (wB97M-V/def2-TZVPD) of a molecular structure, C53H55FN4PtSi4Te.

As for the expectation value of S²: 6.0781. The spin multiplicity is 5. The strongest force on any atom is 0.9 eV/A. For the LUMO energy (spin up / spin down), the calculation gives -0.23 / -2.51 eV.

XYZ file:
```
119
C53H55FN4PtSi4Te | the Open Molecules 2025 dataset | wB97M-V/def2-TZVPD
Pt -1.50367 1.12310 0.03359
C -0.68514 6.73561 5.20240
C 0.49312 6.13948 4.78666
C 0.46684 5.09313 3.87800
C -0.74372 4.64249 3.36802
C -1.92464 5.24302 3.79785
C -1.89655 6.28080 4.70897
C -0.84886 3.56422 2.35222
C -1.02798 2.24913 2.80859
C -1.06019 1.86829 4.18700
C -1.44015 0.56135 4.23473
C -1.61242 0.11945 2.88743
C -2.09233 -1.13553 2.49915
C -2.44487 -2.07354 3.58488
C -3.76118 -2.47885 3.78635
C -4.08783 -3.29615 4.85383
C -3.10627 -3.73425 5.72621
C -1.78934 -3.35720 5.51927
C -1.46202 -2.53134 4.45939
C -2.23929 -1.56668 1.16999
N -1.83262 -0.85501 0.07169
C -1.90584 -1.68235 -1.01081
C -1.45905 -1.33527 -2.30203
C -1.27327 -2.34336 -3.35699
C -2.33274 -3.09876 -3.85347
C -2.13824 -3.96348 -4.91554
C -0.88562 -4.09482 -5.49161
C 0.17390 -3.34467 -5.00778
C -0.01961 -2.47251 -3.95507
C -1.32336 0.00654 -2.72480
C -1.12329 0.44388 -4.05876
C -1.44462 1.78677 -4.09102
C -1.80188 2.14177 -2.78558
N -1.71490 1.08056 -1.96469
C -2.40277 3.41639 -2.28977
C -1.74127 3.94215 -1.05050
C -1.56967 5.28799 -0.71596
C -1.10261 5.31726 0.58109
C -1.04619 3.97392 1.02391
N -1.40385 3.14619 -0.01183
C -2.46990 4.46608 -3.37000
C -1.28604 4.99744 -3.87127
C -1.32314 5.96354 -4.85921
C -2.53824 6.40487 -5.35810
C -3.71719 5.88033 -4.86049
C -3.68457 4.91057 -3.87185
C -2.40741 -2.94482 -0.59340
C -2.63070 -2.86704 0.75483
N -1.32618 1.16394 2.04073
H -0.66501 7.55761 5.90347
H 1.43733 6.50102 5.16892
H 1.38844 4.63372 3.54863
H -2.86432 4.89093 3.39747
H -2.82020 6.73930 5.03144
H -0.86209 2.52327 5.01469
H -1.61012 -0.04568 5.10380
H -4.53560 -2.13513 3.11698
H -5.11466 -3.59038 5.01631
H -3.36233 -4.37041 6.56090
H -1.01388 -3.70484 6.18740
H -0.43550 -2.23330 4.30164
H -3.31550 -2.98513 -3.42013
H -2.97444 -4.52108 -5.31145
H -0.73730 -4.76357 -6.32563
H 1.14738 -3.42646 -5.46979
H 0.79805 -1.88406 -3.56260
H -0.83560 -0.17985 -4.88290
H -1.43972 2.43456 -4.94568
H -1.77687 6.12421 -1.35187
H -0.85536 6.18029 1.16644
H -0.33628 4.64830 -3.49174
H -0.40147 6.38848 -5.22895
H -2.56436 7.15212 -6.13746
H -4.66792 6.23639 -5.23233
H -4.60806 4.49648 -3.49510
H -2.60373 -3.77564 -1.24134
H -3.01037 -3.63632 1.39804
F -3.72551 3.07493 -1.89524
C 5.39644 -0.07063 -1.53954
Si 4.32549 -1.60345 -1.93506
C 5.44755 -3.15494 -1.94997
C 3.65398 -1.40014 -3.71132
Si 2.52979 -1.74558 -0.29388
Te 1.17169 0.34300 -0.79048
Si 1.58924 -3.98975 -0.15299
C 0.55432 -4.67628 -1.60527
C 3.07685 -5.19380 -0.06618
C 0.54759 -4.10267 1.44059
Si 3.51325 -1.21193 1.89547
C 4.33604 0.51030 1.98706
C 2.26381 -1.35455 3.33398
C 4.87708 -2.52994 2.13032
H 5.93591 0.27212 -2.41649
H 6.12974 -0.27132 -0.76623
H 4.77148 0.74887 -1.20006
H 6.36843 -2.96462 -2.49317
H 4.95849 -3.98972 -2.44094
H 5.72120 -3.47661 -0.95132
H 4.45473 -1.40796 -4.44663
H 3.10814 -0.46638 -3.81307
H 2.97792 -2.20807 -3.97121
H 1.12139 -4.70578 -2.53123
H -0.33063 -4.07845 -1.78561
H 0.22424 -5.69275 -1.39582
H 3.67483 -5.13231 -0.96759
H 2.74239 -6.22309 0.02357
H 3.73533 -4.98980 0.76873
H -0.16368 -3.28582 1.49321
H 1.16026 -4.06321 2.33345
H -0.02438 -5.02427 1.48383
H 3.69246 1.27948 1.57380
H 5.26955 0.53294 1.43675
H 4.55885 0.78780 3.01380
H 1.31607 -0.88706 3.08532
H 2.63340 -0.87536 4.23712
H 2.06948 -2.39334 3.57972
H 5.54409 -2.56240 1.27577
H 4.44907 -3.51867 2.25209
H 5.48053 -2.32821 3.00933
```

Here are the Mulliken charges for atoms 1 to 4, given in e: atom 1 (Pt): -0.041, atom 2 (C): -0.361, atom 3 (C): -0.776, atom 4 (C): 0.024



Record 4
The following is a DFT calculation (wB97M-V/def2-TZVPD) of a molecular structure, C53H56BrCoN2O3PS.

Its total charge is +1. The strongest force on any atom is 0.7 eV/A. For the LUMO energy (spin up / spin down), the calculation gives -2.72 / -3.05 eV.

XYZ file:
```
118
C53H56BrCoN2O3PS | the Open Molecules 2025 dataset | wB97M-V/def2-TZVPD
Co -0.00826 0.00806 0.40520
C 4.36251 2.21910 6.00042
C 5.10801 2.14228 4.66788
C 6.37648 1.30213 4.86897
C 5.50184 3.56579 4.25066
C 4.24784 1.52282 3.57125
C 2.96251 1.06554 3.78493
C 2.24304 0.56426 2.71285
Br 0.54018 -0.20241 3.06612
C 2.69498 0.50217 1.39457
O 1.91127 0.09716 0.40422
C 4.06378 0.85757 1.19931
C 4.76506 1.37127 2.27652
C 4.76077 0.60831 -0.13864
C 4.15988 1.52577 -1.20628
C 4.59566 -0.86896 -0.52351
C 6.26737 0.88480 -0.08578
H 5.00325 2.68522 6.74962
H 4.08874 1.22910 6.36839
H 3.45561 2.82133 5.91974
H 6.99954 1.74151 5.64920
H 6.97277 1.24770 3.95851
H 6.12191 0.28385 5.16707
H 6.11653 4.03059 5.02286
H 4.61460 4.18379 4.10124
H 6.07222 3.56746 3.32197
H 2.50372 1.08233 4.76248
H 5.78922 1.67142 2.11506
H 3.08189 1.41253 -1.23750
H 4.57532 1.28601 -2.19040
H 4.38590 2.56963 -0.98305
H 3.54884 -1.16455 -0.55064
H 5.11357 -1.50443 0.19702
H 5.04016 -1.04614 -1.50542
H 6.49005 1.93045 0.13303
H 6.69926 0.66102 -1.06252
H 6.76815 0.25817 0.65295
C 2.05745 5.20568 -1.65594
C 1.65843 5.55806 -0.37704
C 0.93891 4.66556 0.40530
C 0.63129 3.40231 -0.09200
C 1.02344 3.05965 -1.38457
C 1.73038 3.95662 -2.16467
P -0.45920 2.20542 0.71641
C -0.72424 2.72948 2.42575
C 0.34113 3.16100 3.21613
C 0.12782 3.49633 4.54208
C -1.14372 3.39203 5.08928
C -2.20266 2.95141 4.30925
C -1.99722 2.61830 2.98016
C -2.04833 2.36910 -0.10608
C -2.66188 3.53200 -0.48400
C -3.97474 3.47667 -0.99312
C -4.63496 2.27893 -1.08032
C -4.01824 1.06510 -0.69174
C -4.66855 -0.18943 -0.76497
C -4.00202 -1.31590 -0.38594
C -2.65281 -1.26771 0.05420
C -1.97373 -0.07778 0.14518
C -2.68831 1.10913 -0.21669
H 2.61704 5.90671 -2.26037
H 1.89681 6.53777 0.01451
H 0.60633 4.97014 1.38725
H 0.74861 2.08627 -1.78129
H 2.03576 3.68169 -3.16584
H 1.34277 3.20893 2.80673
H 0.95685 3.83342 5.15022
H -1.30893 3.65367 6.12565
H -3.19351 2.86754 4.73426
H -2.82832 2.27386 2.37818
H -2.15541 4.48455 -0.38944
H -4.46425 4.38929 -1.30403
H -5.64931 2.24671 -1.45879
H -5.68912 -0.24014 -1.12213
H -4.50001 -2.27630 -0.43160
H -2.16895 -2.19738 0.31210
N 0.06243 -0.51665 -1.45245
S 1.38096 -0.63659 -2.35219
C 1.56925 -2.36348 -2.77692
C 2.57623 -2.70682 -3.67098
C 2.75560 -4.03908 -3.99635
C 1.93876 -5.00952 -3.42635
C 0.95271 -4.65149 -2.52327
C 0.76244 -3.31665 -2.18305
C 0.95886 0.02459 -3.95367
C 1.55259 1.22867 -4.30454
C 1.20482 1.82940 -5.50634
C 0.27556 1.22316 -6.33687
C -0.30718 0.01371 -5.97925
C 0.03394 -0.59623 -4.78420
H -0.79315 -0.74020 -1.94823
H 3.20216 -1.94260 -4.11467
H 3.53010 -4.32194 -4.69561
H 2.07827 -6.04953 -3.68774
H 0.32412 -5.41256 -2.08108
H 0.01978 -3.01797 -1.45605
H 2.28664 1.67788 -3.64981
H 1.66356 2.76528 -5.79487
H 0.00752 1.69010 -7.27469
H -1.02560 -0.45668 -6.63639
H -0.40436 -1.54673 -4.50653
O -0.90806 -3.05888 2.82008
C 0.00368 -3.13781 1.87151
O 0.00059 -2.41021 0.90064
C 1.04570 -4.22817 2.06899
N 0.93199 -4.77849 3.42466
C 0.93268 -6.24714 3.34424
C 0.20946 -6.50133 2.03121
C 0.78464 -5.41729 1.11638
H 2.01636 -3.76884 1.86455
H -0.63318 -3.75520 3.47209
H 1.64024 -4.41768 4.04949
H 0.42880 -6.67594 4.20937
H 1.95158 -6.64899 3.30036
H -0.86483 -6.36224 2.16637
H 0.37681 -7.50566 1.64722
H 0.11567 -5.14128 0.30378
H 1.72644 -5.74372 0.67532
```

Here are the Mulliken charges for atoms 1 to 4, given in e: atom 1 (Co): 0.054, atom 2 (C): -1.946, atom 3 (C): 1.936, atom 4 (C): -1.681



| no. | DFT total energy (hartree) |
| --- | --- |
| 1 | -5591.588757 |
| 2 | -3184.921211 |
| 3 | -3916.922482 |
| 4 | -7084.606786 |